# 1
Density functional theory data (ωB97M-V with the def2-TZVPD basis set) for a molecular structure, C40H50Br2N6O3PtS2SbSi3 in a non-equilibrium geometry.

Structure (XYZ):
```
108
Properties=species:S:1:pos:R:3:forces:R:3
Pt 0.5191 0.3527 1.6590 1.027 1.114 0.588
Sb -0.7611 1.6358 -0.2245 -0.700 0.523 -0.479
Br 0.3807 -4.7329 1.5067 -0.494 0.235 -0.076
Br -5.2609 -4.5388 0.8723 0.044 -0.011 -0.088
S 3.9972 -3.6555 -0.3054 -0.404 0.215 0.119
S 5.1581 -0.8501 0.4939 -0.165 0.620 0.468
Si -3.3292 0.9212 -2.2026 -0.260 0.338 -0.511
Si -1.1239 -1.3966 -1.9664 0.124 -0.248 -0.573
Si 0.2841 3.3809 3.4168 -0.950 0.679 1.076
O 0.0549 -1.7094 1.5263 1.240 1.289 0.052
O 3.1856 -4.7981 -0.6297 -0.107 0.156 -0.087
O 5.1853 -3.8915 0.4808 0.198 0.157 -0.159
N 2.8046 -0.6554 1.6914 -0.961 0.040 0.666
N 5.6887 -1.3591 -5.5398 0.110 0.066 -0.278
N -2.1953 -0.3215 2.2732 -0.058 -0.473 0.808
N -2.7375 0.6175 1.2885 -0.160 0.371 -0.279
N 3.0267 -2.5620 0.3966 -0.273 -1.876 -0.925
N 2.7968 3.8092 2.1233 -2.304 -1.797 -0.047
C -5.2348 -0.6285 1.1819 -0.125 0.290 -0.078
C 4.5807 1.9516 0.6814 0.204 0.086 -0.087
C 5.0099 3.2230 1.3247 -0.631 0.022 0.089
C 1.0306 2.2393 2.1106 -2.450 -2.421 0.212
C 0.0618 5.1957 2.8561 0.256 -0.710 -0.052
C 3.4683 0.5597 1.9525 -0.069 0.258 -0.220
C 3.6283 -2.9456 -2.9372 -0.044 -0.022 -0.085
C 4.1162 4.0347 1.9400 2.082 0.433 -0.414
C -1.4477 2.7362 3.9091 0.704 0.238 -0.240
C 1.3806 3.3910 4.9888 -0.219 -0.199 -0.733
C -1.2055 -3.6654 1.3676 1.330 0.990 0.094
C 3.4388 -1.4623 0.9013 1.347 0.758 0.170
C 4.0042 -2.4067 -4.1533 0.094 0.083 0.015
C 2.2702 2.6762 1.6787 3.211 1.594 -1.152
C 0.7560 1.6920 -1.8099 0.025 -0.394 0.404
C 3.0949 1.6735 0.9400 -0.072 0.225 0.139
C 5.8051 -2.4818 -2.0440 0.049 -0.046 -0.074
C -3.8937 1.3345 1.6491 -0.424 0.287 0.126
C -2.8034 -0.4356 0.2378 0.080 -0.004 -0.222
C -2.3044 -1.4485 1.3198 0.352 -0.269 0.274
C -1.0526 -2.2874 1.3880 -1.170 -1.407 -0.290
C -4.1650 -1.1648 0.2032 -0.230 -0.082 -0.255
C -4.5776 2.0794 -1.3319 0.421 -0.480 -0.128
C -2.4450 2.1139 -3.4048 -0.077 -0.530 0.438
C -4.7254 -1.6242 2.2783 0.078 -0.127 0.264
C -4.4145 -0.2091 -3.3143 0.453 0.214 0.455
C 0.6420 -1.7456 -1.3557 -0.612 0.261 0.012
C -3.6704 -2.1671 1.2722 -0.331 -0.230 0.061
C 4.5201 -2.9615 -1.8825 -0.081 -0.332 0.674
C -2.4501 -4.3187 1.2193 -1.122 0.115 -0.062
C -4.1163 -1.0668 3.5114 0.083 -0.120 0.022
C -3.6008 -3.6249 1.1249 0.342 -0.738 0.094
C -2.9272 -0.4760 3.4777 -0.273 -0.098 0.390
C -0.8328 -1.0047 -3.8283 -0.287 0.184 0.608
C 5.2835 -1.8691 -4.3134 -0.014 -0.179 0.240
C -2.1026 -0.0009 -1.0334 0.389 0.243 -0.685
C -2.2022 -2.9691 -2.0140 0.354 0.621 0.117
C -5.1042 0.7990 1.5654 0.168 -0.014 -0.046
C 6.1850 -1.9272 -3.2501 -0.120 -0.007 -0.103
C 4.9290 0.6526 1.4615 0.647 -0.339 -0.190
H -3.8171 -0.8580 -3.9436 0.131 -0.157 -0.116
H -1.7403 -0.7834 -4.3748 -0.254 0.061 -0.173
H 4.8998 1.9198 -0.3659 -0.031 0.053 0.104
H -0.3889 5.7922 3.6433 -0.172 -0.018 0.241
H -1.6045 -3.8320 -2.2881 0.235 -0.164 -0.048
H -5.0547 2.7208 -2.0671 0.016 0.065 -0.328
H 5.7171 0.7380 2.2084 -0.024 0.032 0.063
H 1.4101 2.5353 -1.6039 0.079 0.132 0.065
H 1.3419 0.7801 -1.8409 0.162 -0.111 -0.107
H -3.0047 -2.8804 -2.7390 -0.194 0.123 -0.194
H 7.1835 -1.5356 -3.3820 0.143 0.018 -0.005
H -2.4522 -5.3962 1.1634 -0.051 -0.110 -0.041
H -0.3832 -1.8767 -4.2966 0.094 -0.269 0.080
H 2.3386 3.8457 4.7654 0.197 0.114 -0.068
H -0.5730 5.2561 1.9789 -0.197 -0.011 -0.206
H 0.2842 1.8495 -2.7731 -0.174 0.040 -0.099
H 6.0535 3.4972 1.2591 0.060 0.189 0.076
H -5.4854 -2.3611 2.5341 0.076 -0.011 -0.099
H 4.9431 -1.0610 -6.1480 0.087 0.090 0.025
H -2.2337 3.3764 3.5215 -0.119 0.148 -0.128
H -1.5953 1.7437 3.5070 -0.015 -0.279 -0.132
H -5.3604 1.5296 -0.8218 -0.116 -0.061 0.092
H 6.4953 -2.5573 -1.2193 0.106 0.021 0.051
H 2.5684 1.2530 0.0815 0.058 0.030 0.207
H -4.5089 -1.4824 -0.7742 -0.010 -0.109 -0.088
H -3.7099 2.3533 1.9662 -0.099 0.096 0.019
H 4.4469 4.9763 2.3685 0.143 -0.039 -0.043
H 2.6545 -3.3847 -2.7899 -0.149 -0.014 -0.070
H 1.3540 -1.5914 -2.1631 -0.018 0.119 -0.212
H 1.0211 5.6304 2.6059 0.187 0.070 -0.038
H -1.5678 2.6865 4.9856 0.029 0.005 0.275
H -4.6438 -1.2041 4.4449 0.076 0.071 0.175
H 6.4665 -0.7177 -5.5004 -0.164 -0.011 -0.064
H -0.1480 -0.1781 -3.9797 0.203 0.220 0.037
H -5.9958 1.3628 1.7966 -0.016 0.205 0.052
H -6.2475 -0.8696 0.8601 0.019 -0.034 0.019
H 0.9406 -1.1077 -0.5255 0.029 -0.079 -0.094
H -2.4391 -0.1099 4.3696 -0.009 0.053 0.114
H 1.5699 2.3853 5.3519 -0.016 -0.228 0.079
H 3.3244 0.8638 2.9951 0.069 0.081 -0.033
H -2.6488 -3.1833 -1.0537 -0.118 -0.136 0.231
H -5.0222 0.4079 -3.9699 -0.083 0.255 -0.097
H 0.7787 -2.7643 -1.0074 -0.098 -0.203 0.164
H -1.7209 1.6076 -4.0289 0.241 -0.114 -0.159
H -3.1722 2.5806 -4.0628 -0.257 0.046 -0.047
H 3.3184 -2.4033 -4.9904 -0.080 0.001 -0.035
H -4.0828 2.7172 -0.6058 0.039 0.102 0.119
H -1.9380 2.9028 -2.8581 0.117 0.179 0.102
H -5.0948 -0.8387 -2.7512 -0.124 -0.125 0.176
H 0.9152 3.9565 5.7895 -0.229 0.112 0.104
```
Forces are in eV/Å.

Calculated values
Net charge: -1
ΔE to the lowest compared entry with this formula, charge and spin, eV: 9.037
LUMO energy (alpha / beta), eV: -0.278 / -0.277
HOMO energy (alpha / beta), Eh: -0.160 / -0.160


# 2
Density functional theory data (ωB97M-V with the def2-TZVPD basis set) for 10 unconnected molecules or ions with the total composition C40H50F30O20 in a non-equilibrium geometry.

Structure (XYZ):
```
140
Properties=species:S:1:pos:R:3:forces:R:3
F -23.9143 -23.1536 -4.5404 -0.012 -0.363 -0.374
F -22.8318 -23.2829 -10.7746 -0.072 0.035 0.564
F -22.7446 -23.8226 -6.2546 -0.215 0.008 0.202
F -24.8752 -23.5434 -6.4654 0.123 -0.176 0.352
F -19.5579 -14.9482 -9.7614 -0.357 0.176 -0.184
F -16.9785 -23.6495 -2.3704 0.072 -0.160 0.259
F -20.0890 -17.7291 0.5697 -0.337 -0.103 0.094
F -22.3199 -24.5817 -9.0815 -0.255 0.211 -0.169
F -26.7313 -19.3013 -6.6997 -0.331 -0.502 -0.065
F -20.6541 -19.7339 1.2499 0.050 0.238 -0.045
F -16.9269 -22.7022 -7.4589 -0.212 0.123 -0.462
F -19.0247 -21.6811 -5.9732 -0.063 -0.142 -0.290
F -24.0142 -20.0214 2.0818 0.212 -0.387 0.026
F -21.4627 -22.5911 -9.2040 -0.377 -0.249 -0.316
F -28.1557 -20.8859 -7.2361 0.368 0.274 0.312
F -16.5444 -24.0300 -9.1321 -0.108 0.488 0.140
F -22.8482 -18.2455 1.5989 -0.196 -0.160 0.192
F -20.9932 -19.1550 -0.8011 0.511 0.137 0.030
F -17.4826 -22.2719 -3.9368 0.490 0.251 -0.153
F -24.9271 -18.0752 2.2053 0.220 -0.065 0.052
F -17.8422 -14.6498 -8.4789 -0.182 0.103 0.060
F -22.5770 -26.8777 0.6773 -0.070 -0.118 -0.238
F -17.7238 -22.2329 -9.4593 -0.062 0.001 0.365
F -26.5195 -21.2892 -5.8591 -0.405 0.143 -0.029
F -17.5594 -14.8088 -10.6024 -0.094 0.094 -0.340
F -20.4738 -27.3256 0.3108 0.048 -0.317 -0.581
F -19.7916 -19.8006 -6.7412 0.078 -0.204 0.070
F -21.2133 -27.2016 2.3073 -0.085 -0.204 0.614
F -16.1128 -23.9391 -4.3213 0.420 0.268 -0.165
F -21.0416 -21.5684 -6.8253 0.552 -0.167 -0.060
O -20.0121 -24.8222 1.7749 1.373 0.167 1.041
O -20.7582 -24.1401 -11.9910 -1.048 0.316 -0.975
O -17.9605 -18.6026 -0.4933 -0.072 1.194 -0.630
O -25.2436 -25.8115 -4.9556 -2.418 -0.388 0.225
O -17.2575 -17.1613 -8.5771 0.274 0.294 0.237
O -15.0844 -20.9968 -8.4330 0.166 0.928 1.063
O -19.4472 -24.3926 -3.4573 -0.232 0.434 0.153
O -14.8683 -22.2797 -10.2112 -0.695 -1.084 -1.211
O -20.0624 -20.5655 -3.6978 0.437 -0.227 0.277
O -18.4599 -20.7090 -0.0289 -0.111 -1.073 0.325
O -25.6677 -18.5164 -0.1946 -0.726 0.027 0.620
O -18.1659 -25.1117 -5.1528 0.359 0.152 -0.254
O -18.6445 -17.4865 -10.3055 -0.514 -0.426 -0.383
O -29.4895 -20.3775 -5.0749 -0.367 -0.271 -0.312
O -23.0626 -26.0604 -4.9476 1.410 0.431 -0.311
O -27.8000 -19.1946 -4.2100 0.569 0.780 0.959
O -21.9680 -20.2797 -4.8369 -0.041 -0.097 -0.058
O -19.7370 -24.7122 -10.1265 1.018 -0.677 1.179
O -21.6545 -24.4568 0.3369 -0.941 -0.331 -0.733
O -23.6751 -19.3020 -0.7846 0.642 -0.486 -0.720
C -31.0891 -18.7599 -4.2192 -0.439 0.311 -0.209
C -13.8459 -21.4720 -10.7879 1.663 -0.214 0.182
C -19.8146 -24.8503 -12.7957 1.269 -0.351 -0.330
C -26.1516 -18.5252 -1.5343 -1.231 0.838 -0.986
C -20.9235 -25.1971 1.1268 -0.528 0.081 -0.416
C -15.9841 -17.6905 -1.4396 -0.262 0.755 0.085
C -19.7254 -25.1660 -7.0152 -1.055 -1.074 0.032
C -25.5414 -17.4239 -2.3839 -0.295 -0.401 -0.161
C -21.8686 -23.6467 -9.9248 0.595 0.077 -0.350
C -17.2003 -23.5498 -3.6756 -0.837 0.009 0.105
C -24.4482 -18.9074 0.0254 0.190 -0.176 0.429
C -22.7677 -20.0275 -3.6589 -0.558 0.408 0.062
C -16.6895 -18.8253 -7.0018 0.086 0.015 0.550
C -23.5167 -28.3936 -5.5158 -0.232 0.042 -0.430
C -24.1844 -20.1109 -4.1631 -0.527 -0.699 0.860
C -28.2708 -19.8959 -5.0405 -0.234 -0.700 -0.684
C -20.1125 -20.9405 -6.0944 -0.690 0.446 0.237
C -22.4157 -22.3358 -0.4525 -0.395 -1.130 -1.292
C -12.4777 -21.9957 -10.3436 -0.102 0.748 0.587
C -20.1525 -19.0200 0.2314 -0.079 -0.200 0.411
C -27.4166 -20.3707 -6.2441 0.181 0.257 -0.298
C -19.8632 -24.3648 -14.2233 -1.072 0.559 -0.528
C -19.2462 -25.8434 -5.7574 0.525 -0.714 -0.227
C -23.9208 -23.9577 -5.6308 0.532 0.529 -0.160
C -20.6567 -24.2309 -10.6898 -0.189 0.177 -0.369
C -21.2494 -23.1014 0.1242 0.315 1.414 0.778
C -18.4342 -24.3785 -4.0906 0.027 -0.888 0.267
C -23.1606 -27.3967 -4.4405 -0.053 -0.504 0.253
C -30.3688 -20.0500 -3.9637 0.555 -0.242 0.336
C -18.7466 -19.5583 -0.0811 0.029 -0.019 -0.775
C -20.7005 -20.5988 -4.7037 -0.129 0.525 0.133
C -21.3299 -26.6795 1.0991 0.019 0.391 0.183
C -18.1136 -16.7908 -9.4975 0.296 0.036 -0.512
C -16.6927 -22.7385 -8.7697 0.363 -0.860 -0.076
C -18.2910 -15.2631 -9.5820 0.726 -0.177 0.831
C -15.4381 -21.9118 -9.0982 0.168 0.028 -0.281
C -24.0492 -18.8248 1.5188 -0.488 0.964 -0.199
C -24.1654 -25.3906 -5.1544 0.902 -0.127 -0.073
C -16.9638 -18.5665 -8.4651 0.521 -0.885 0.427
C -16.6472 -18.9578 -0.9869 0.043 -0.181 1.252
H -20.2226 -24.2111 -6.8879 0.126 0.177 0.145
H -24.4614 -19.2862 -4.8119 0.023 -0.059 -0.172
H -11.6931 -21.2730 -10.5800 -0.107 -0.029 -0.324
H -15.8346 -17.0155 -0.5926 0.227 -0.263 0.098
H -22.8768 -28.2852 -6.3933 0.079 0.086 0.073
H -31.7611 -18.4891 -3.4041 0.082 -0.233 0.154
H -27.2153 -18.3022 -1.4352 0.051 -0.003 0.243
H -22.5730 -19.0486 -3.2171 0.372 0.088 -0.375
H -20.4829 -25.8864 -7.3635 -0.100 0.417 -0.230
H -17.7694 -19.1550 -8.8979 -0.194 0.100 0.199
H -30.4036 -17.9225 -4.3412 0.115 -0.091 -0.078
H -15.7289 -18.4062 -6.7043 -0.064 0.502 -0.096
H -18.8035 -24.7429 -12.3902 -0.240 0.157 0.158
H -15.0278 -17.8984 -1.9080 0.091 -0.017 -0.057
H -24.4816 -17.6095 -2.5405 0.048 0.329 0.009
H -12.4614 -22.0386 -9.2527 0.020 -0.402 -0.036
H -24.5486 -28.2596 -5.8379 -0.013 -0.050 0.003
H -19.0638 -24.7646 -14.8429 0.074 -0.243 0.224
H -12.2348 -22.9458 -10.8079 -0.046 -0.145 0.164
H -24.3745 -21.0881 -4.6041 0.240 0.421 -0.477
H -31.7136 -18.8507 -5.1089 0.110 0.070 -0.071
H -24.8624 -20.1432 -3.3070 0.139 0.423 0.001
H -22.1746 -27.6195 -4.0410 0.030 0.198 0.085
H -22.5721 -20.7249 -2.8497 0.234 -0.407 -0.320
H -16.0496 -18.8320 -8.9973 -0.117 0.499 -0.421
H -29.7450 -20.0161 -3.0709 -0.089 0.107 0.059
H -13.8631 -21.6148 -11.8643 -0.729 0.235 -0.040
H -25.7614 -16.4482 -1.9538 0.362 0.014 0.192
H -26.1455 -19.4910 -2.0362 0.606 -0.176 0.459
H -31.0188 -20.9164 -3.8896 -0.172 0.085 -0.068
H -19.8447 -23.2788 -14.3491 0.288 -0.012 0.463
H -17.4824 -18.3838 -6.4008 0.034 -0.088 0.156
H -20.0355 -25.9233 -12.7834 -0.187 0.170 0.278
H -22.1748 -21.3472 -0.8244 0.359 0.088 0.276
H -26.0546 -17.4374 -3.3475 0.139 -0.137 -0.038
H -13.9591 -20.4351 -10.4846 -0.240 0.029 -0.140
H -19.9702 -26.1262 -4.9974 -0.435 0.719 -0.065
H -16.1507 -19.3350 -0.0857 0.304 -0.262 -0.420
H -18.8419 -26.8160 -6.0565 0.449 0.232 0.054
H -18.9920 -25.1434 -7.8159 0.264 0.218 0.283
H -20.8214 -24.6412 -14.6778 0.165 -0.201 -0.004
H -20.3925 -23.0820 -0.5480 -0.035 -0.137 -0.116
H -23.3955 -29.4149 -5.1574 -0.027 0.035 0.161
H -22.6852 -22.9410 -1.3343 -0.270 0.375 -0.003
H -20.9141 -22.6555 1.0626 0.010 -0.246 0.064
H -16.7175 -19.7597 -1.7178 -0.137 0.102 -0.140
H -16.6031 -17.0867 -2.1062 -0.030 -0.425 -0.331
H -16.5464 -19.8689 -6.7262 -0.515 -0.156 -0.415
H -23.3214 -22.2707 0.1494 0.281 -0.075 0.409
H -23.8910 -27.4127 -3.6329 0.018 0.020 0.030
```
Forces are in eV/Å.

Calculated values
Net charge: 0
ΔE to the lowest compared entry with this formula, charge and spin, eV: 1.140
LUMO energy, eV: 0.476
SMILES: CCOC(=O)C(F)(F)F.CCOC(=O)C(F)(F)F.CCOC(=O)C(F)(F)F.CCOC(=O)C(F)(F)F.CCOC(=O)C(F)(F)F.CCOC(=O)C(F)(F)F.CCOC(=O)C(F)(F)F.CCOC(=O)C(F)(F)F.CCOC(=O)C(F)(F)F.CCOC(=O)C(F)(F)F
HOMO energy, Eh: -0.394


The calculation returns the following calculated total energy values, one per record and in order: -9280.8245 -6055.1362 hartree.